39
Properties=species:S:1:pos:R:3 method="wB97M-V/def2-TZVPD" spin_multiplicity=2 homo_energy_ev="-23.635 / -23.486" molar_mass_g_mol=438.52 e_above_lowest_kj_mol=77.7 charge=+4
Re 1.30824 -0.73752 -0.29302
O 3.60113 -3.88517 -0.62954
O 2.65977 -1.82842 -0.08039
N 0.41940 -2.39559 -1.06676
N 0.92038 1.15015 -1.24453
N 0.93673 -0.11195 1.66597
N -2.89309 2.68740 1.20814
C -0.80638 1.74093 2.15843
C -1.60548 1.94774 0.86749
C 0.67282 1.39474 1.97406
C -1.29206 -3.66708 -2.13917
C 1.28507 -3.45476 -1.25948
C 0.62910 2.40858 -0.37345
C 2.64320 -3.26224 -0.71044
C -0.85541 -2.52260 -1.49275
C 0.90534 -4.61071 -1.88987
C -0.85525 2.74412 -0.20655
C 1.37101 2.27982 0.95101
C -0.41407 -4.72172 -2.34632
H -1.52398 -1.68985 -1.31711
H -2.32136 -3.72595 -2.47148
H 0.26569 -0.69958 2.17011
H 0.28169 1.12227 -2.04819
H 1.44379 3.28109 1.38634
H -0.85928 3.80635 0.06354
H 1.62614 -5.41332 -2.01218
H 1.82008 1.37474 -1.69244
H -1.37525 2.68976 -1.16670
H -1.95305 0.98861 0.47261
H -0.74667 -5.62503 -2.84660
H 1.15012 1.52293 2.94687
H -1.29612 1.01303 2.81079
H -3.50629 2.14060 1.82623
H 1.06989 3.21884 -0.95545
H 1.82563 -0.30841 2.15149
H -3.44716 2.91203 0.37154
H -0.78943 2.67594 2.73017
H -2.71158 3.57928 1.68780
H 2.41669 1.98096 0.79985

35
Properties=species:S:1:pos:R:3 method="wB97M-V/def2-TZVPD" homo_energy_ev=-12.680 molar_mass_g_mol=210.30 e_above_lowest_kj_mol=199.1 charge=+1
O -1.75032 1.24255 -0.84908
O 0.60245 -0.14383 4.46330
N 0.16583 -0.03673 1.68853
C -0.03179 1.15220 2.50370
C 0.74412 -3.76512 -4.07733
C 0.84481 1.06249 3.74875
C -1.26231 -1.06960 -2.31352
C 0.40195 -2.52017 -3.32195
C -0.22058 -0.31277 -1.71001
C -2.03087 2.60148 -0.47909
C 1.12864 -0.61544 -2.01156
C -0.93694 -2.15638 -3.10419
C -0.52369 0.77059 -0.81806
C 1.42721 -1.71878 -2.79687
C 0.63963 2.21260 4.70473
H -0.39121 2.22608 5.08293
H 2.46796 -1.97566 -3.00965
H -3.11354 2.69299 -0.57996
H 0.48673 -0.84213 3.79054
H 0.18631 2.10102 1.98127
H -0.16658 -4.26698 -4.41183
H 1.89387 1.07142 3.40909
H -1.72125 2.80459 0.55694
H -2.29435 -0.75312 -2.16852
H -1.51868 3.29159 -1.16161
H 0.27977 1.41896 -0.43494
H 1.89716 0.06032 -1.62960
H -0.36957 -0.04139 0.82147
H 1.30645 -4.45929 -3.44080
H 1.36664 -3.55398 -4.95401
H 0.83963 3.17194 4.21462
H 1.15001 -0.20084 1.48297
H -1.08307 1.17688 2.82450
H 1.31215 2.12817 5.56385
H -1.72657 -2.75365 -3.56461

39
Properties=species:S:1:pos:R:3 method="wB97M-V/def2-TZVPD" homo_energy_ev=-9.642 molar_mass_g_mol=276.28 e_above_lowest_kj_mol=1296.7
O -2.09039 -0.56809 1.20111
O -1.43472 -0.06040 -2.34131
O 0.74595 -1.02485 0.58596
O 2.20824 1.62759 -0.47801
O -3.11069 1.13060 0.05389
O -0.43800 -2.24090 -1.08380
O 3.13155 -0.10826 -1.21776
C -4.21913 0.76752 0.68752
C 1.24590 -2.32805 1.23910
C 2.87813 1.49748 1.92739
C 2.17291 0.86676 -1.44791
C -4.92508 -0.18450 -0.23741
C 0.86875 0.67964 -1.88918
C 0.03237 -1.08479 -0.52572
C -2.09764 0.49418 0.45003
C -0.86683 1.20540 -0.43067
C 3.34161 2.16221 0.37837
C -0.38578 0.33274 -1.28555
C 2.26735 -2.97902 0.53409
H -4.34345 -1.00252 -0.43110
H 3.54926 3.11155 0.41178
H 0.75147 1.82014 -2.42902
H -5.92076 -0.51622 -0.14535
H 3.06953 -2.19535 0.27911
H 0.20773 -2.69721 1.48960
H -0.11844 1.44276 0.31955
H 1.08536 -0.13119 -2.87998
H 2.71093 0.44489 1.86618
H -4.13767 0.23430 1.61631
H 3.83043 1.76992 2.41511
H -5.09240 0.32904 -1.01716
H -1.11258 2.03526 -0.85311
H -1.40443 -1.30800 -2.37414
H 2.09539 2.08607 2.08722
H 4.13989 1.31425 -0.00057
H -4.85676 1.73614 0.81958
H 2.81329 -3.59251 1.03444
H 1.55508 -1.67527 2.20628
H 1.85363 -3.39129 -0.53485

44
Properties=species:S:1:pos:R:3 method="wB97M-V/def2-TZVPD" homo_energy_ev=-11.580 molar_mass_g_mol=435.33
As 0.23932 -4.25111 1.06490
K 0.42820 -0.64309 -0.48035
F 0.13593 -2.84306 2.11569
F 1.94711 -3.85118 0.84827
F -0.11697 -3.18415 -0.31149
F -1.48954 -4.50272 1.20334
F 0.50624 -5.29874 2.41520
F 0.42508 -5.58403 -0.01948
N -1.90722 0.85396 -0.24075
N 1.89864 -2.07369 -2.55446
N 1.37219 1.71625 0.96284
C -1.73077 3.65040 2.37760
C -1.01791 4.19675 1.13661
C 4.45480 -2.02405 -2.04589
C -3.04075 0.72200 -0.09584
C -4.92110 2.98711 -0.62855
C -4.47862 0.53808 0.07650
C 0.52576 4.16452 1.26165
C 0.99991 2.79066 1.09356
C 5.20125 -3.29235 -2.51822
C 3.02039 -2.07891 -2.30878
C 6.14176 -3.87737 -1.48428
C -5.29070 1.79758 0.29614
H 1.00366 4.87284 0.58512
H 7.05305 -3.27740 -1.35441
H -2.73266 3.34385 2.06578
H -1.19172 5.27071 0.98182
H -5.36021 2.13049 1.33635
H 6.47691 -4.87240 -1.76554
H -4.64011 -0.09710 0.95164
H -4.58913 2.56289 -1.57711
H -1.79586 4.37927 3.17689
H 4.85746 -1.12498 -2.52056
H -4.88484 -0.05205 -0.74526
H 4.64464 -1.86896 -0.98277
H -1.41465 3.81757 0.19547
H -1.26785 2.70249 2.65703
H 4.39020 -4.01624 -2.65344
H 5.67019 -3.21841 -3.49806
H 0.85881 4.51880 2.24012
H -5.64543 3.76808 -0.83758
H -4.08821 3.46608 -0.10365
H -6.36515 1.61304 0.16317
H 5.71788 -3.83145 -0.47925

47
Properties=species:S:1:pos:R:3 method="wB97M-V/def2-TZVPD" spin_multiplicity=2 homo_energy_ev="-1.523 / -1.498" molar_mass_g_mol=634.46 e_above_lowest_kj_mol=0.0 charge=-2
Pt 0.50256 -0.13443 1.36082
S 0.80459 -0.17891 3.60933
S 3.09954 -1.29470 -1.20170
S 1.98124 3.94956 1.11359
S 0.98990 1.74410 -0.71898
P 2.48892 -1.17778 0.66700
O 2.84414 3.52594 -1.25315
O 3.70467 -0.60542 1.60680
O 2.50569 -2.73383 1.14894
N -1.36964 0.98570 1.48476
N -2.64870 0.61582 1.31783
N -0.84159 -1.46201 -0.01642
N -2.15057 -1.68406 0.19138
C 3.25607 -3.21064 3.41542
C 3.85551 0.79956 1.85178
C -2.49349 -2.87560 -0.32384
C 1.95933 3.07222 -0.31704
C 4.91166 1.40271 0.94029
C -0.35551 -2.52556 -0.65641
C 3.01625 2.79229 -2.46360
C 2.08627 -3.15098 2.44892
C -1.35460 2.23453 1.94275
C -3.44874 1.63684 1.65934
C -2.66546 2.70099 2.06928
C -1.37271 -3.45764 -0.88484
B -3.19087 -0.79009 0.94119
H 4.09625 -3.73230 2.95031
H 2.90825 1.31826 1.72038
H 4.90261 2.49011 1.04604
H -4.14157 -0.62723 0.19733
H 2.96220 -3.73534 4.32874
H 0.68190 -2.56311 -0.95093
H -1.29908 -4.41623 -1.37237
H 4.68618 1.14371 -0.09623
H 1.31949 -2.47916 2.83149
H 3.90250 3.21788 -2.93637
H 2.15125 2.90853 -3.12074
H 3.57207 -2.19924 3.66965
H 4.13343 0.90588 2.90197
H 5.90679 1.01712 1.18292
H 3.15192 1.72740 -2.27095
H -4.52054 1.54261 1.58381
H -3.53091 -1.37166 1.95744
H 1.64449 -4.14221 2.31556
H -2.99551 3.66967 2.40817
H -3.51031 -3.22854 -0.24850
H -0.41784 2.73950 2.12180

65
Properties=species:S:1:pos:R:3 method="wB97M-V/def2-TZVPD" homo_energy_ev=-11.949 molar_mass_g_mol=846.81 charge=+2
Cl -0.95632 2.99739 -1.49051
Cl -4.54116 4.73281 3.45441
Cl -2.91039 2.48023 2.60675
Cl -1.92226 5.19255 2.30394
Cl 0.13117 -4.29838 -4.97225
S 0.41748 8.43843 1.72885
P 1.35607 1.95702 3.34668
P 1.48445 1.37288 1.18529
P 3.66773 -0.83463 -3.40657
Mg 0.19193 -0.94170 -3.77816
F 3.70085 0.03604 1.79268
F 4.25026 -1.87915 -2.31080
F 5.19862 -0.86017 -3.88682
F 0.58318 -1.34173 2.47628
F 2.64165 -0.98916 0.20149
F 2.21603 -1.75416 -3.18949
F 2.40427 -1.03117 3.69206
F 3.02398 -0.02735 -2.03787
F 3.63288 0.70717 -3.89123
F 3.26675 -1.18018 -4.97688
O 0.10787 7.15881 2.35558
O 0.27361 8.31436 0.28246
O 1.62471 1.08158 -0.55048
O 2.75887 1.84303 4.04649
O 0.22724 1.16056 4.17609
O 1.78218 8.80463 2.09267
O -0.48563 9.49114 2.18083
N -3.09513 -3.85895 -2.50384
N 0.96851 3.46008 3.27176
C 2.45841 -0.25925 1.44513
C 1.93429 -1.27472 2.47139
C -2.14607 -6.42133 -1.88000
C -3.45112 -6.05414 -1.59246
C -0.29074 1.63279 0.88053
C -1.29847 -5.49384 -2.48897
C -0.84713 -0.68806 -0.02459
C -3.35658 4.18360 2.28679
C -1.81422 -4.22328 -2.77717
C -3.87921 -4.76789 -1.92459
C -1.41960 -2.02492 0.46087
C -1.19395 0.43998 0.92538
Be 1.59897 -0.96118 -1.31888
Be -2.57829 -4.87728 -4.63742
Li 1.65401 -2.34516 -5.97919
H 2.72024 2.45035 4.80633
H -4.13296 -6.74870 -1.12160
H -2.08202 -2.44481 -0.27589
H 2.31782 -2.25782 2.18845
H 2.28355 2.51800 1.01223
H -1.20685 -3.46569 -3.26689
H -0.27495 -5.73525 -2.73572
H -0.66050 2.39757 1.54433
H -1.98958 -1.90618 1.37174
H -1.31436 0.11478 1.95477
H -4.89426 -4.44828 -1.72080
H 0.24498 -0.80703 -0.30145
H -0.38969 2.11757 -0.24193
H -0.63105 -2.74389 0.65083
H -3.79934 4.22903 1.30089
H -0.64805 1.47748 3.91317
H -2.18061 0.78138 0.63178
H -1.78808 -7.41310 -1.63772
H 2.32546 1.63637 -0.91498
H 0.09140 3.62557 3.75088
H -1.36082 -0.47466 -0.95465